[1]
{"formula": "C24H34IN4O2SZr", "method": "the ωB97M-V functional and the def2-TZVPD basis", "elements": ["C", "O", "H", "H", "H", "H", "H", "H", "H", "H", "Zr", "H", "N", "H", "C", "H", "H", "C", "H", "H", "C", "C", "H", "H", "C", "N", "H", "H", "H", "O", "C", "S", "N", "H", "C", "H", "C", "H", "H", "H", "H", "C", "H", "C", "C", "H", "H", "C", "H", "H", "C", "C", "C", "C", "I", "H", "C", "C", "C", "C", "H", "H", "N", "H", "C", "C", "C"], "xyz": [[-3.9036, 1.4803, 0.0328], [-1.5745, 1.2525, -1.7580], [-4.2694, 3.3277, 2.1533], [3.8037, -0.8027, 2.1389], [6.9525, -0.1347, -0.3780], [0.9727, -3.2967, 1.6384], [-0.0303, 2.8890, -3.1131], [4.8422, -3.0403, 1.6413], [3.9233, -1.1086, 3.8505], [0.7461, 4.2581, -2.2731], [-1.7611, -0.7023, -1.3599], [5.4654, -0.1066, -3.0614], [1.8454, -0.6366, -1.1850], [5.8541, -2.1300, 2.7520], [4.8800, -2.6060, 2.6445], [-6.4965, -3.4497, -0.6035], [-7.8378, -2.8517, 1.3950], [-2.1632, 4.7591, 0.1737], [2.9459, -0.4501, -2.9097], [-7.2305, -0.8434, 2.7115], [-4.2493, 4.0557, 1.3406], [5.5830, -0.4521, -2.0303], [1.6187, -1.4229, 3.0468], [3.2739, -1.9190, -2.0248], [4.3002, -0.1667, -1.2583], [-3.7505, 0.2085, -0.1005], [4.1205, 0.9107, -1.2148], [1.1476, -0.0529, -1.6231], [4.8278, -3.4289, 3.3597], [-5.5207, 3.9599, 0.7087], [-2.9125, 2.5209, -0.2181], [-0.1120, -1.0344, 0.5823], [2.2659, -2.2239, 0.4071], [-2.2623, 5.7296, 0.6465], [6.7996, 0.2156, -1.4005], [-4.1105, 5.0392, 1.7945], [-3.0942, 3.7776, 0.4067], [-0.7286, -2.6531, -3.1529], [4.4149, -0.5007, -0.2210], [-5.5988, 4.6631, 0.0549], [5.7435, -1.5336, -2.0813], [2.0162, -2.9904, 1.6310], [-5.3262, 0.5481, 2.0453], [-0.8515, -1.5968, -2.8994], [0.2640, 3.2931, -2.1446], [2.6274, -3.8889, 1.5589], [3.1977, -2.2880, 0.0275], [-4.8481, -0.6037, 0.3050], [-0.5831, -0.9791, -3.7661], [0.9828, 2.5988, -1.6998], [1.4449, -1.3345, -0.1326], [3.7595, -1.5983, 2.8895], [-5.1998, -1.7565, -0.3886], [-1.8128, 2.3682, -1.0647], [-4.0563, -2.3043, -2.0808], [-4.8747, 1.8448, 0.3630], [-6.2579, -2.5675, -0.0263], [2.3597, -2.2111, 2.8978], [-5.6019, -0.3084, 1.4422], [-7.0065, -2.2302, 1.0929], [6.6784, 1.2995, -1.3696], [7.7017, -0.0045, -1.9697], [-1.1027, 4.6064, -0.6345], [2.2641, -2.9053, 3.7370], [3.0965, -0.8447, -1.9056], [-0.9247, 3.4559, -1.2453], [-6.6671, -1.1030, 1.8257]], "forces_ev_per_a": [[-0.0833, 0.0185, -0.0194], [-0.2249, -0.4636, 0.2659], [-0.0169, 0.0148, 0.0152], [0.0082, 0.0139, 0.0083], [0.0096, 0.0058, 0.0018], [-0.0030, -0.0221, -0.0255], [0.0157, 0.0012, -0.0092], [0.0046, -0.0093, 0.0058], [-0.0069, 0.0191, -0.0059], [0.0079, -0.0031, -0.0092], [-0.0155, 0.7224, -0.1328], [0.0010, -0.0218, -0.0046], [0.0601, 0.0273, 0.0322], [0.0155, -0.0305, -0.0055], [-0.0491, 0.0750, 0.0193], [-0.0079, -0.0030, -0.0024], [0.0036, -0.0065, -0.0066], [0.0787, 0.0323, -0.1191], [-0.0100, -0.0158, -0.0070], [0.0089, 0.0026, 0.0027], [0.0401, -0.0068, -0.0417], [0.0275, 0.0334, 0.0377], [-0.0181, -0.0193, 0.0075], [-0.0354, -0.0039, -0.0053], [-0.0123, -0.0134, -0.0198], [0.2540, -0.1307, -0.0898], [-0.0058, -0.0049, 0.0197], [-0.0381, -0.1289, 0.0334], [0.0181, -0.0113, -0.0108], [0.0179, -0.0344, -0.0122], [0.0349, -0.0386, -0.0681], [-0.0608, 0.0027, 0.0382], [-0.0966, -0.0313, 0.1035], [-0.0008, -0.0056, 0.0174], [-0.0404, -0.0246, -0.0401], [0.0071, 0.0010, 0.0104], [-0.1188, -0.0402, 0.1055], [0.0197, 0.0096, -0.0552], [0.0045, 0.0176, 0.0088], [0.0083, -0.0031, 0.0115], [-0.0091, 0.0002, -0.0184], [0.0394, 0.0296, 0.0707], [-0.0275, -0.0194, 0.0105], [0.1113, -0.0979, 0.0218], [-0.0482, 0.0145, 0.0458], [-0.0187, -0.0153, -0.0372], [0.0014, 0.0342, -0.0219], [-0.3158, -0.1012, 0.1733], [-0.0270, 0.0370, 0.0013], [-0.0016, -0.0067, -0.0160], [0.1648, 0.0363, -0.1175], [0.0121, -0.0589, -0.0133], [0.2922, -0.1295, -0.4446], [-0.0303, -0.0420, -0.1092], [-0.1366, 0.0858, 0.1510], [0.0269, 0.0826, 0.0390], [-0.0944, 0.0907, 0.1871], [0.0388, 0.0072, -0.0396], [0.1529, 0.1624, 0.0226], [0.0394, -0.0082, -0.0514], [0.0059, -0.0011, 0.0077], [0.0136, 0.0123, 0.0222], [-0.0502, 0.0126, 0.0625], [-0.0160, 0.0152, 0.0109], [0.0682, -0.0077, -0.0021], [0.0609, -0.0156, -0.0230], [-0.0536, -0.0416, 0.0131]], "orbital_gap_ev": 6.94, "de_lowest_kcal_mol": 23.1, "homo_ev": -10.21, "total_charge": 1}

***

[2]
{"formula": "C24H34N2O3", "method": "the ωB97M-V functional and the def2-TZVPD basis", "elements": ["H", "H", "H", "H", "O", "H", "H", "H", "H", "H", "C", "H", "H", "H", "C", "C", "H", "O", "C", "H", "H", "C", "H", "C", "H", "C", "C", "C", "O", "H", "C", "C", "H", "H", "H", "C", "H", "N", "C", "C", "C", "H", "H", "C", "C", "H", "H", "H", "C", "H", "H", "C", "C", "C", "H", "H", "H", "C", "N", "C", "C", "H", "H"], "xyz": [[-6.7965, -0.4383, 0.0207], [-0.8838, -4.1824, -0.4975], [6.4313, 3.0801, 0.4937], [1.7010, -0.1467, -2.9068], [3.3152, -3.1235, 1.2988], [-1.3442, -3.8335, 1.1744], [0.7041, 2.4176, 1.0963], [0.9424, -3.6335, 1.8625], [1.5684, -0.0709, 1.0863], [5.0722, 3.8363, -1.4243], [3.4300, 1.8310, 1.4127], [-1.6032, -1.8722, -0.6722], [-5.1132, -0.9688, -1.7474], [2.6801, 3.3004, -1.5278], [-5.7910, -0.0148, 0.0719], [-4.7546, 2.3319, 0.1116], [-4.8945, 3.3503, -0.2671], [-1.4914, 0.8497, 0.1429], [-0.6652, -3.5588, 0.3700], [-0.5823, 0.7696, 1.9788], [1.2390, -4.6500, 0.4578], [3.1674, -1.1827, -1.7570], [-1.8932, -1.2879, 1.6589], [4.6164, 3.2674, -0.6270], [-5.4972, 0.0148, 1.1225], [-0.5329, 0.2411, 1.0174], [0.8541, -0.3592, -0.9432], [-4.8454, -0.9361, -0.6925], [-2.8282, 1.2989, 1.9208], [2.9706, 1.2882, 2.2268], [-0.8787, -1.2257, 1.2598], [4.7787, 2.1325, 1.4725], [-4.9076, -1.9469, -0.2949], [3.6290, -0.4556, 0.2222], [2.4877, 0.8402, -1.6843], [0.8633, 0.3972, 0.3969], [5.3624, 1.8103, 2.3220], [1.4965, -2.5934, 0.1309], [-0.7661, -2.0806, -0.0029], [2.0586, -0.1408, -1.8736], [0.7993, -3.7018, 0.7804], [0.5309, -2.3355, -1.7024], [-5.7346, 1.3929, -1.5661], [-2.6065, 1.3406, 0.7367], [1.1920, 1.8963, 0.2666], [-3.8148, -0.6039, -0.6076], [-6.7966, 1.8654, -0.2414], [-4.8311, 2.3476, 1.2010], [-5.8306, 1.4157, -0.4778], [-3.1394, 1.8195, -1.1580], [2.8479, -2.1350, -2.1855], [2.6588, 2.2264, 0.3249], [0.5763, -1.8475, -0.7144], [3.2680, 2.9609, -0.6856], [-0.0263, 0.0191, -1.4769], [-0.1944, -1.5996, 2.0210], [4.0174, -0.8339, -2.3480], [5.3781, 2.8464, 0.4488], [-3.4108, 1.9029, -0.1913], [3.6197, -1.4031, -0.3200], [2.7988, -2.4249, 0.4411], [4.6426, -1.7862, -0.2992], [0.7558, 2.2818, -0.6566]], "forces_ev_per_a": [[0.0060, 0.0012, 0.0814], [-0.0369, -0.0255, -0.0054], [0.0888, 0.0173, 0.0046], [-0.0127, 0.0804, -0.0059], [0.1973, -0.1423, 0.1920], [-0.0444, -0.0593, 0.0267], [-0.0715, 0.0271, -0.0630], [-0.0045, -0.0559, -0.0975], [-0.0409, 0.0163, 0.0938], [0.0430, 0.0444, -0.0629], [-0.0457, 0.0713, -0.0376], [0.0507, 0.0120, -0.0386], [0.0142, -0.0259, -0.1166], [-0.0693, -0.0115, -0.0748], [0.0297, 0.0577, -0.2247], [-0.3164, 0.0663, -0.0466], [-0.0043, -0.0545, 0.1289], [-0.0067, 0.0540, -0.1915], [0.0452, 0.1531, -0.1625], [0.0831, -0.0716, -0.2272], [-0.0459, 0.0385, 0.1239], [0.0015, 0.2805, 0.0409], [0.0281, -0.0461, 0.0799], [0.0572, 0.0440, -0.0617], [-0.0781, -0.0198, 0.0924], [0.3498, -0.3584, 0.8275], [0.2521, -0.1464, 0.0238], [-0.1192, -0.0051, 0.2020], [-0.0589, -0.1463, 0.4009], [-0.0482, -0.0921, 0.0840], [-0.1152, 0.3519, -0.3628], [0.0447, -0.0211, 0.0769], [0.0528, -0.1323, -0.0262], [0.0375, -0.0267, 0.0563], [-0.0150, 0.0052, -0.1410], [-0.5707, 0.2379, -0.2087], [0.0513, -0.0261, 0.0735], [-0.3927, -0.1953, 0.1117], [0.0534, -0.1162, 0.0389], [-0.0531, -0.1544, -0.0873], [0.1189, -0.3458, 0.3327], [-0.0565, 0.0787, 0.0485], [-0.0795, 0.0419, -0.0911], [0.1342, 0.1553, -0.2890], [0.0124, -0.2098, 0.0985], [0.1335, -0.0386, -0.0639], [-0.0331, 0.0645, -0.0833], [-0.0396, 0.0908, -0.1167], [0.1439, 0.0091, 0.3449], [0.0808, -0.0425, 0.1027], [0.0207, -0.0251, -0.0729], [0.0036, 0.1538, -0.0246], [-0.4272, 0.3322, -0.5174], [-0.0100, 0.0314, 0.0764], [0.0777, -0.0747, 0.0296], [0.0362, -0.0299, 0.1192], [-0.0134, -0.0856, -0.0240], [0.1067, 0.0210, -0.0026], [0.0778, 0.0364, -0.3078], [0.1184, -0.1370, -0.1144], [0.3908, 0.2668, -0.0820], [-0.1142, 0.0106, 0.1122], [-0.0184, 0.0704, 0.0077]], "orbital_gap_ev": 9.57, "de_lowest_kcal_mol": 0.0, "homo_ev": -8.97, "smiles": "CCCCNC(=O)O[C@H]1C[C@@H]2CCN3C(=O)CCC[C@H]([C@H]1Cc1ccccc1)[C@H]23"}

***

[3]
{"formula": "C24H34N3OPPtS", "method": "the ωB97M-V functional and the def2-TZVPD basis", "elements": ["C", "C", "C", "C", "H", "H", "C", "C", "H", "H", "N", "H", "H", "H", "C", "C", "H", "H", "H", "C", "C", "H", "H", "O", "C", "H", "C", "C", "H", "H", "C", "C", "C", "H", "C", "H", "N", "H", "C", "H", "H", "C", "H", "C", "C", "H", "H", "C", "Pt", "H", "P", "H", "C", "H", "H", "H", "H", "H", "H", "H", "H", "S", "H", "C", "N"], "xyz": [[1.3258, 0.4295, 3.6720], [-0.6423, -1.4527, 3.0532], [-1.3701, -4.2631, -0.6842], [-1.3003, -4.6359, 3.9270], [-0.9353, -5.6504, 3.7862], [-1.7449, -4.3578, 1.9453], [0.6082, -2.1530, -1.7830], [-4.0273, -3.9139, 0.0683], [1.4481, 4.4579, 0.9097], [-0.7424, -1.7685, 5.1716], [0.2079, 3.9687, -1.5876], [-0.9452, 2.8771, 1.1627], [1.4647, 0.7499, 1.5574], [0.4634, -4.9935, 1.8994], [0.7062, -2.7426, -3.0443], [3.0215, -3.2408, -2.6354], [3.9598, -3.6628, -2.9682], [-3.7024, -1.8295, -0.2727], [0.3491, -3.3228, 1.2772], [-1.9204, -2.9843, -0.6560], [0.7250, -0.2946, 4.6857], [2.1055, 1.1436, 3.9007], [-1.7190, -6.3568, -0.3737], [2.3425, 1.4447, -0.5211], [-3.2592, -2.8193, -0.2913], [-2.1352, -2.2422, 1.7746], [-0.0697, -0.7016, 2.0173], [-3.4688, -5.1894, 0.0539], [-0.7044, -4.1322, 4.6842], [-2.8481, -0.5300, -2.3355], [-1.9276, -1.0204, -2.6523], [-1.6988, -2.4616, 2.7422], [-2.1449, -5.3630, -0.3274], [3.2194, 1.2757, -0.1612], [0.9435, 0.2116, 2.3497], [-2.4899, -2.4885, 3.4896], [-1.1610, -3.8885, 2.6455], [-1.3496, -0.3289, -3.2613], [1.7301, -2.1070, -0.9548], [1.6651, -1.6215, 0.0131], [-2.1896, -1.9035, -3.2349], [1.9118, -3.2799, -3.4675], [0.5989, 4.8549, -1.3122], [-0.2517, -1.2294, 4.3692], [0.2438, -3.9589, 2.1524], [-0.3456, -4.4108, -1.0028], [-5.0636, -3.7781, 0.3448], [-0.3743, 3.1477, -0.7248], [-0.6259, 0.0883, 0.2721], [3.7989, -2.6186, -0.7362], [-0.9775, -1.5264, -1.1936], [-2.3468, -4.6516, 4.2181], [0.3879, 4.5408, 1.1509], [-0.0028, 5.4987, 0.8017], [-4.0740, -6.0467, 0.3151], [0.9053, -3.6118, 2.9415], [1.0108, -0.1378, 5.7160], [0.2020, 3.7330, -2.5659], [1.9834, -3.7297, -4.4481], [0.2692, 4.5058, 2.2294], [2.4017, 1.1662, -1.4408], [-1.1976, 1.7575, -1.3462], [-0.1502, -2.7894, -3.7039], [2.9308, -2.6544, -1.3803], [-0.3463, 3.4278, 0.5693]], "forces_ev_per_a": [[-0.0046, -0.0089, 0.0046], [-0.0661, 0.0401, -0.0377], [0.0169, 0.0036, -0.0089], [0.0150, -0.0026, 0.0044], [0.0007, 0.0032, 0.0054], [0.0250, 0.0116, 0.0015], [-0.0112, -0.0199, 0.0274], [0.0062, -0.0150, 0.0010], [0.0029, 0.0173, 0.0010], [-0.0136, -0.0092, 0.0159], [-0.0116, -0.0019, 0.0632], [-0.0057, 0.0253, -0.0160], [0.0012, 0.0210, -0.0013], [0.0052, -0.0010, 0.0063], [-0.0058, 0.0007, -0.0047], [0.0137, 0.0048, 0.0176], [0.0148, -0.0048, -0.0067], [0.0056, 0.0149, -0.0047], [0.0043, -0.0404, 0.0317], [-0.0260, 0.0148, 0.0154], [0.0217, 0.0098, -0.0078], [0.0138, 0.0114, 0.0028], [0.0045, -0.0151, 0.0012], [-0.0448, -0.0030, 0.0966], [0.0042, 0.0204, 0.0171], [0.0027, -0.0062, 0.0323], [0.1296, 0.0284, 0.0352], [-0.0011, 0.0101, 0.0082], [-0.0093, -0.0100, 0.0000], [0.0002, -0.0038, 0.0090], [0.0296, -0.0003, 0.0087], [-0.0256, 0.0430, -0.0068], [0.0013, -0.0161, 0.0073], [0.0982, 0.0585, -0.0289], [0.0208, -0.0152, 0.0124], [0.0136, 0.0042, 0.0132], [-0.0490, -0.0510, -0.0445], [0.0137, 0.0227, -0.0033], [-0.0012, 0.0451, 0.0234], [0.0028, -0.0216, -0.0306], [0.0097, 0.0160, 0.0005], [-0.0208, -0.0022, -0.0111], [0.0039, 0.0168, 0.0022], [-0.0243, -0.0188, -0.0015], [0.0271, -0.0111, -0.0487], [0.0005, 0.0035, 0.0077], [-0.0253, 0.0008, 0.0039], [-0.0218, -0.0114, -0.0885], [-0.2334, -0.0462, -0.0805], [0.0138, 0.0053, 0.0127], [0.0603, 0.0061, -0.0210], [-0.0108, -0.0032, 0.0077], [0.0080, 0.0638, 0.0197], [0.0050, -0.0033, 0.0039], [-0.0145, -0.0230, 0.0086], [0.0048, -0.0002, -0.0165], [0.0039, 0.0060, 0.0213], [0.0087, -0.0063, 0.0143], [0.0005, -0.0071, -0.0124], [0.0197, -0.0070, 0.0002], [-0.0380, -0.0232, -0.0493], [0.0211, -0.0205, -0.0036], [-0.0118, 0.0024, -0.0053], [0.0038, -0.0164, -0.0118], [0.0170, -0.0858, -0.0132]], "orbital_gap_ev": 7.72, "de_lowest_kcal_mol": 0.0, "homo_ev": -13.71, "total_charge": 2}